Molecular formula: C29H34N2O6
Method: DFT, the ωB97M-V functional and the def2-TZVPD basis

XYZ file:
```
71
Properties=species:S:1:pos:R:3:forces:R:3:mulliken_charge:R:1
C 7.319 -0.079 -1.354 -0.29 -0.38 -0.15 -0.716
O 6.751 -1.410 -1.310 -0.53 0.05 -0.31 -0.432
C 5.401 -1.544 -1.333 -0.13 0.52 0.70 0.885
C 4.862 -2.719 -0.745 0.52 0.45 -0.36 -0.716
C 3.559 -2.710 -0.319 -0.48 0.50 0.30 -0.471
C 2.713 -1.587 -0.558 0.34 0.44 0.03 1.153
C 1.437 -1.447 0.098 -0.72 -1.64 -1.49 -1.750
C 0.328 -0.803 -0.477 0.42 0.34 0.37 0.433
C -1.000 -1.204 -0.312 -0.32 1.03 0.46 -0.116
N -2.073 -0.429 -0.560 0.70 -1.34 -0.06 0.699
C -3.450 -0.931 -0.436 -0.33 0.10 0.38 -0.183
C -3.881 -1.890 -1.559 0.25 -0.24 -0.35 -0.681
C -5.352 -2.250 -1.498 -0.02 -0.19 0.00 0.433
C -6.205 -1.956 -2.568 -0.04 0.17 0.42 -0.367
C -7.586 -2.119 -2.424 0.11 -0.19 0.21 -0.565
C -8.110 -2.642 -1.235 0.31 0.05 -0.13 -0.416
C -7.245 -3.033 -0.206 0.19 0.03 -0.13 -0.700
C -5.865 -2.854 -0.345 -0.36 0.22 -0.23 -0.171
C -4.256 0.367 -0.481 -0.62 0.63 0.58 0.152
O -5.417 0.532 -0.120 1.31 -0.37 -0.66 -0.708
N -3.423 1.334 -0.976 -0.77 -0.64 0.26 0.319
C -3.871 2.699 -1.114 0.19 0.38 0.08 -1.032
C -2.007 0.981 -0.972 0.01 0.76 -0.46 0.106
C -1.261 1.868 0.021 -0.14 -0.13 0.21 -1.008
C -1.427 1.149 -2.389 -0.17 -0.05 -0.19 -1.727
C 3.196 -0.574 -1.425 0.02 -0.20 0.18 -0.205
C 4.531 -0.523 -1.786 0.20 -0.29 0.19 -0.553
H 8.391 -0.253 -1.258 -0.18 0.17 -0.04 0.240
H 7.096 0.413 -2.312 0.16 -0.13 0.26 0.316
H 6.952 0.534 -0.517 0.00 -0.30 -0.22 0.306
H 5.539 -3.546 -0.540 -0.22 0.22 0.06 0.398
H 3.154 -3.559 0.233 0.21 0.26 -0.03 0.368
H 1.244 -2.125 0.937 0.08 0.04 -0.31 0.355
H 0.529 0.090 -1.070 -0.08 -0.44 0.10 0.089
H -1.224 -2.224 0.025 0.01 0.48 0.14 0.512
H -3.589 -1.423 0.542 0.08 0.30 -0.32 0.575
H -3.652 -1.412 -2.524 -0.02 -0.20 0.24 0.307
H -3.263 -2.801 -1.472 -0.10 0.24 -0.12 0.433
H -5.777 -1.563 -3.495 -0.23 -0.01 0.32 0.316
H -8.252 -1.821 -3.236 0.17 -0.16 0.22 0.360
H -9.189 -2.757 -1.117 0.34 0.05 -0.03 0.360
H -7.639 -3.458 0.718 0.07 0.09 -0.31 0.361
H -5.177 -3.157 0.449 -0.32 0.13 -0.14 0.355
H -4.960 2.714 -1.209 0.23 -0.13 0.02 0.362
H -3.584 3.303 -0.242 -0.12 -0.11 -0.17 0.330
H -3.417 3.143 -2.004 -0.11 -0.02 0.06 0.323
H -1.831 1.944 0.954 0.25 -0.02 -0.13 0.413
H -0.282 1.467 0.275 -0.11 0.21 0.09 -0.069
H -1.136 2.869 -0.413 -0.05 -0.24 0.18 0.439
H -2.219 0.987 -3.131 0.23 -0.02 0.12 0.435
H -1.039 2.168 -2.498 -0.06 -0.27 -0.11 0.437
H -0.620 0.440 -2.583 -0.12 0.17 -0.06 0.387
H 2.524 0.220 -1.756 0.29 -0.11 0.21 0.244
H 4.920 0.334 -2.341 -0.17 -0.33 0.22 0.268
C 3.987 2.430 5.300 -0.16 -0.27 -0.32 -1.696
C 3.647 2.151 3.833 -0.25 -0.49 0.23 1.435
C 4.175 3.267 2.945 0.08 0.14 -0.13 -1.499
O 4.237 0.890 3.479 -0.32 0.48 -0.23 -0.405
C 3.837 0.353 2.249 0.12 -0.11 -0.05 0.137
O 4.605 -0.436 1.725 0.22 -0.10 -0.10 -0.567
C 2.560 0.732 1.762 0.24 0.50 0.66 1.113
C 1.697 1.511 2.577 -0.27 -0.04 0.28 0.050
O 0.509 1.710 2.375 -0.07 0.10 -0.05 -0.650
O 2.215 2.056 3.751 0.49 -0.10 -0.42 -0.395
H 3.603 1.626 5.933 0.04 0.09 -0.12 0.391
H 5.071 2.500 5.424 -0.12 -0.03 -0.05 0.394
H 3.530 3.375 5.607 0.03 -0.12 -0.07 0.388
H 3.963 3.078 1.887 0.03 0.03 0.23 0.313
H 3.713 4.214 3.245 0.03 -0.17 -0.10 0.379
H 5.258 3.353 3.089 -0.19 -0.05 -0.09 0.365
H 2.227 0.438 0.783 0.19 0.28 0.24 -0.637
```
Forces are in eV/Å.

The calculation puts the HOMO-LUMO gap at 0.1910 hartree. For the HOMO energy, the calculation gives -7.0 eV. The total charge is 0.

=====

Molecular formula: C29H34N4O6
Method: DFT, the ωB97M-V functional and the def2-TZVPD basis

XYZ file:
```
73
Properties=species:S:1:pos:R:3:forces:R:3:mulliken_charge:R:1
C 3.140 1.797 3.777 -0.09 0.06 0.19 -0.824
H 2.313 2.497 3.617 0.01 -0.03 0.00 0.272
O 3.738 1.418 2.560 0.13 -0.07 -0.27 -0.490
C 2.974 0.792 1.628 0.00 -0.15 -0.22 0.710
C 3.614 0.474 0.426 0.01 0.01 0.29 -1.315
C 2.926 -0.151 -0.590 -0.26 0.16 0.09 -0.243
C 1.585 -0.499 -0.428 0.31 0.43 0.50 -0.150
C 0.948 -0.181 0.764 0.15 -0.17 -0.26 -0.177
C 1.631 0.464 1.782 0.18 0.19 0.24 -0.587
H 1.105 0.692 2.695 -0.03 0.04 0.10 0.485
H -0.085 -0.456 0.914 -0.06 -0.05 0.03 0.354
N 0.920 -1.181 -1.473 -0.19 0.09 -0.14 0.364
C 1.400 -2.356 -1.954 0.00 -0.11 -0.11 0.852
O 0.949 -2.926 -2.928 0.08 -0.13 -0.07 -0.675
C 2.511 -2.972 -1.158 0.42 -0.58 0.10 0.232
N 2.350 -3.071 0.159 -0.24 -0.03 -0.17 -0.150
C 3.307 -3.677 0.841 0.08 -0.09 0.01 -0.278
C 4.438 -4.183 0.212 -0.10 0.04 0.09 -0.320
N 4.590 -4.108 -1.101 0.32 -0.13 -0.09 -0.619
C 3.629 -3.518 -1.789 -0.38 0.22 -0.01 -0.323
H 3.746 -3.472 -2.862 -0.09 0.04 -0.10 0.460
H 5.234 -4.666 0.762 0.01 -0.01 0.15 0.403
H 3.155 -3.755 1.908 0.10 -0.06 0.10 0.423
C -0.291 -0.636 -2.079 -0.17 -0.10 -0.52 0.435
C -1.507 -0.860 -1.204 -0.31 0.03 0.16 -0.490
C -2.562 0.026 -1.184 -0.01 -0.17 0.01 -0.564
C -3.689 -0.202 -0.387 0.09 -0.14 0.02 -0.005
C -3.753 -1.349 0.412 -0.33 -0.07 0.07 0.510
C -2.671 -2.255 0.381 0.06 0.03 -0.05 0.984
C -1.574 -2.013 -0.427 -0.08 -0.20 0.07 -0.607
H -0.754 -2.710 -0.453 0.09 -0.10 0.08 0.430
O -2.772 -3.341 1.200 -0.31 0.47 -0.06 -0.502
C -1.712 -4.267 1.222 0.21 -0.19 0.01 -0.899
H -2.003 -5.025 1.948 0.06 0.03 -0.06 0.266
H -1.569 -4.739 0.245 0.01 0.04 0.03 0.358
H -0.774 -3.801 1.540 -0.02 0.00 -0.04 0.331
O -4.827 -1.558 1.256 0.65 0.24 -0.05 -0.558
C -5.570 -2.743 1.048 -0.21 -0.27 -0.05 -0.767
H -5.910 -2.818 0.009 0.01 0.04 0.04 0.313
H -4.993 -3.634 1.302 -0.09 0.09 -0.03 0.240
H -6.433 -2.666 1.708 -0.02 -0.05 -0.06 0.292
O -4.612 0.792 -0.471 0.33 -0.12 -0.03 -0.420
C -5.893 0.664 0.108 -0.40 0.10 0.23 -0.809
H -6.437 -0.190 -0.304 0.03 0.01 0.02 0.296
H -6.414 1.583 -0.160 0.01 -0.08 0.01 0.281
H -5.840 0.572 1.194 -0.05 0.03 -0.14 0.282
H -2.567 0.912 -1.797 -0.01 0.15 -0.04 0.672
H -0.422 -1.211 -3.008 0.05 0.30 0.24 0.819
C -0.098 0.830 -2.510 0.00 -0.39 0.36 -0.667
O 0.028 1.137 -3.675 0.04 0.05 -0.46 -0.694
N -0.094 1.722 -1.505 0.00 0.37 0.24 0.670
H -0.208 1.405 -0.556 -0.05 -0.07 -0.12 -0.162
C -0.082 3.153 -1.743 -0.02 0.33 -0.39 -0.389
C 1.346 3.699 -1.858 -0.01 -0.23 0.08 -1.192
C 2.073 3.653 -0.519 -0.07 0.29 -0.09 0.505
C 1.291 4.420 0.542 0.06 -0.33 0.10 -1.009
C -0.107 3.830 0.696 -0.03 0.33 -0.09 -0.283
C -0.855 3.867 -0.635 0.04 -0.22 0.05 -1.102
H -1.841 3.409 -0.525 -0.07 0.05 -0.06 0.308
H -1.000 4.907 -0.933 -0.03 0.05 -0.03 0.471
H -0.672 4.393 1.442 -0.03 -0.10 0.06 0.325
H -0.024 2.801 1.055 -0.01 -0.07 0.11 0.170
H 1.822 4.380 1.496 0.01 0.08 0.04 0.387
H 1.211 5.469 0.249 0.01 0.11 0.03 0.402
H 3.071 4.083 -0.629 0.07 -0.09 0.01 0.426
H 2.192 2.615 -0.206 0.04 -0.04 0.02 -0.533
H 1.885 3.112 -2.602 -0.02 0.04 -0.10 0.460
H 1.293 4.730 -2.212 0.01 0.08 -0.07 0.459
H -0.582 3.304 -2.709 0.04 -0.01 0.18 0.455
H 3.424 -0.375 -1.521 0.04 0.01 -0.10 0.631
H 4.652 0.741 0.312 0.14 0.05 -0.03 0.485
H 2.780 0.929 4.337 -0.01 0.03 -0.03 0.320
H 3.924 2.292 4.347 -0.09 -0.03 0.00 0.265
```
Forces are in eV/Å.

The calculation puts the HOMO-LUMO gap at 0.3153 hartree. For the HOMO energy, the calculation gives -8.4 eV. Its structure (SMILES) is COc1ccc(N(C(=O)c2cnccn2)[C@H](C(=O)NC2CCCCC2)c2cc(OC)c(OC)c(OC)c2)cc1. The total charge is 0.

=====

Molecular formula: C29H34N5O5ReSSe2Si
Method: DFT, the ωB97M-V functional and the def2-TZVPD basis

XYZ file:
```
78
Properties=species:S:1:pos:R:3:forces:R:3:lowdin_spin:R:1
Re -1.016 -0.900 -0.998 -0.06 0.52 -1.50 2.303
O -5.396 -0.455 -5.299 -0.07 -0.09 -0.10 0.004
C -4.548 -0.712 -4.507 0.03 0.02 0.05 0.000
C -4.742 -0.981 -2.995 -0.11 -0.15 0.16 -0.001
O -5.768 -1.260 -2.436 0.05 0.10 -0.01 0.000
C -3.383 -0.878 -2.461 -0.46 -0.01 0.96 0.007
C -2.445 -0.707 -3.403 1.01 0.21 -0.55 0.018
O -1.182 -0.571 -3.039 -0.25 -0.07 0.30 0.073
C -3.026 -0.792 -4.760 0.14 -0.16 -0.01 0.002
O -2.467 -1.014 -5.798 0.00 0.20 -0.06 0.012
O -2.973 -0.923 -1.174 0.40 0.14 0.23 0.112
Se -2.778 -3.952 0.287 -0.08 -0.03 -0.06 0.013
Se -0.612 -3.799 1.077 0.17 0.02 -0.01 0.023
C -0.823 -2.084 1.899 -0.15 0.12 -0.12 0.018
C -0.707 -2.021 3.272 0.03 0.00 0.13 -0.002
C -0.977 -0.831 3.924 0.05 -0.02 0.05 0.014
C -1.409 0.247 3.173 -0.03 0.03 0.16 -0.001
C -1.479 0.123 1.805 0.05 -0.11 -0.20 0.016
N -1.149 -1.010 1.153 -0.05 -0.15 0.29 0.015
C -2.364 -3.801 -1.583 0.31 0.01 0.16 0.009
C -3.137 -4.511 -2.484 -0.06 -0.04 -0.05 0.001
C -2.754 -4.523 -3.815 -0.14 -0.05 -0.02 0.002
C -1.574 -3.895 -4.184 0.05 -0.08 -0.07 -0.001
C -0.876 -3.195 -3.226 0.06 -0.08 0.24 0.004
N -1.292 -3.087 -1.946 -0.25 0.22 -0.13 0.025
H -0.422 -2.914 3.810 -0.04 0.04 0.03 0.000
H -0.879 -0.756 5.001 -0.04 -0.04 -0.05 0.001
H -1.694 1.184 3.631 0.01 -0.04 -0.02 0.000
H -1.811 0.954 1.203 0.05 0.00 -0.01 0.002
H -4.012 -5.049 -2.141 0.04 -0.01 -0.02 0.000
H -3.356 -5.041 -4.552 0.05 0.00 0.05 0.000
H -1.215 -3.919 -5.204 0.01 0.00 0.06 0.000
H 0.034 -2.673 -3.479 -0.08 0.07 -0.02 0.000
C 0.944 1.715 -3.412 0.11 -0.04 -0.40 0.007
Si 1.302 0.961 -1.769 -0.30 0.22 0.10 0.020
C 2.792 1.800 -1.056 0.13 0.19 0.22 0.002
C 1.678 -0.884 -1.776 -0.16 0.02 -0.55 0.016
N -0.254 0.936 -0.879 -0.55 -0.03 0.39 0.175
C -0.971 2.145 -0.637 0.15 -0.13 -0.17 0.016
C -0.277 3.325 -0.350 0.18 -0.01 0.08 0.027
C -0.951 4.510 -0.090 0.06 -0.01 0.00 -0.003
C -2.337 4.556 -0.113 -0.04 -0.01 -0.01 0.029
C -3.040 3.396 -0.408 0.01 -0.03 0.02 -0.003
C -2.368 2.208 -0.665 -0.06 -0.09 -0.19 0.026
H 1.854 1.788 -4.020 -0.13 0.04 0.07 0.001
H 0.553 2.728 -3.269 0.05 -0.06 -0.02 0.000
H 0.201 1.135 -3.964 0.06 0.09 0.03 0.000
H 3.612 1.585 -1.757 -0.10 0.01 0.09 0.000
H 3.074 1.402 -0.080 0.00 0.01 -0.01 0.000
H 2.702 2.887 -0.995 0.06 -0.11 -0.05 0.000
H 2.687 -1.066 -1.401 -0.08 -0.02 0.10 0.002
H 1.583 -1.319 -2.774 0.00 -0.02 0.14 0.001
H 1.069 -1.484 -1.076 -0.03 -0.52 0.33 0.010
H 0.807 3.312 -0.313 -0.14 0.03 0.03 0.001
H -0.384 5.406 0.135 -0.01 -0.05 -0.03 -0.001
H -2.862 5.482 0.087 0.04 -0.06 -0.01 0.002
H -4.123 3.410 -0.446 0.08 -0.02 0.00 -0.001
H -2.942 1.322 -0.911 0.01 0.06 0.05 0.002
C 4.392 -1.748 3.434 0.01 0.12 -0.03 0.000
N 4.040 -0.339 3.571 0.04 0.13 0.02 0.000
C 5.179 0.504 3.954 -0.10 -0.10 -0.10 0.000
C 2.950 0.171 2.935 -0.05 0.01 0.09 0.000
S 2.180 -0.686 1.689 0.14 0.11 0.19 0.001
N 2.513 1.385 3.370 0.14 -0.03 0.07 0.000
C 2.760 1.886 4.722 -0.09 -0.08 -0.12 0.000
C 1.570 2.199 2.623 0.03 -0.04 0.07 0.000
H 5.021 -2.019 4.283 -0.02 0.01 -0.02 0.000
H 4.941 -1.935 2.508 0.00 0.00 -0.02 0.000
H 3.500 -2.362 3.436 -0.07 -0.02 0.00 0.000
H 6.067 0.141 3.435 -0.01 -0.02 0.00 0.000
H 5.372 0.468 5.028 -0.03 -0.01 0.00 0.000
H 5.017 1.533 3.652 -0.03 0.03 -0.01 0.000
H 3.181 1.109 5.349 0.02 -0.06 0.02 0.000
H 1.805 2.192 5.154 -0.01 0.00 -0.02 0.000
H 3.422 2.753 4.729 0.02 0.00 -0.03 0.000
H 1.400 1.770 1.646 -0.01 -0.07 -0.15 0.000
H 1.964 3.214 2.521 -0.01 -0.02 0.01 0.000
H 0.611 2.255 3.149 0.06 0.00 -0.01 0.000
```
Forces are in eV/Å.

The calculation puts the HOMO-LUMO gap (spin up / spin down) at 0.2574 / 0.2359 hartree. The expectation value of S² is 3.770. As for the spin multiplicity: 4. For the HOMO energy (spin up / spin down), the calculation gives -10.6 / -10.8 eV. The total charge is +1.

=====

What did we get for relative energy (zero: lowest compared OMol25 entry of this formula, charge and spin)? Answer: 2.3798; 5.3814; 0.2664 eV, in the order shown.
What did we get for energy? Answer: -45888.0186; -48869.5779; -199842.5615 eV, in the order shown.